Here is a 2-piece molecular cluster, C14H24NO4 overall at a distorted geometry from the OMol25 dataset. Energies are from ωB97M-V/def2-TZVPD.

Properties
total charge	-1
HOMO-LUMO gap	6.2515	eV
relative energy (zero: lowest compared OMol25 entry of this formula, charge and spin)	208.29	kJ/mol
calculated total energy	-903.26275	Ha

Geometry (Å):
C -1.569 3.350 1.632
C -1.944 2.526 0.527
C -2.331 1.360 -0.555
C -1.232 0.161 -0.730
C -0.399 -0.244 0.618
C -1.236 -1.084 1.745
N -2.756 -1.118 1.500
C -0.783 -2.656 1.923
C -0.551 -3.482 0.533
C -0.070 -5.019 0.985
O -1.747 -3.676 -0.300
C -1.097 -0.421 3.276
O -0.252 0.556 3.604
O -1.949 -1.017 4.332
H -1.073 4.026 2.481
H -2.442 1.906 -1.610
H -3.422 0.931 -0.330
H -0.463 0.462 -1.584
H -1.806 -0.815 -1.106
H 0.512 -0.925 0.254
H 0.131 0.741 1.036
H -2.984 -1.559 0.585
H -3.178 -0.172 1.617
H -1.556 -3.212 2.635
H 0.252 -2.697 2.516
H 0.368 -3.068 -0.108
H -1.055 -5.692 0.938
H 0.277 -5.056 2.126
H 0.719 -5.480 0.252
H -1.618 -4.453 -0.933
C 3.718 2.995 -1.907
C 2.638 3.623 -2.749
C 1.675 2.471 -2.940
O 1.778 1.645 -1.772
C 2.925 2.062 -1.019
H 4.312 3.718 -1.343
H 4.397 2.417 -2.546
H 2.150 4.428 -2.186
H 3.000 4.037 -3.693
H 1.952 1.862 -3.807
H 0.641 2.805 -3.064
H 2.566 2.578 -0.122
H 3.502 1.186 -0.709

Cartesian forces (eV/Å) of the 6 atoms listed first:
C -2.017 -5.777 -7.707
C 2.764 4.858 7.744
C -0.550 1.099 -0.360
C 0.218 -0.718 -0.087
C 1.317 0.105 -0.564
C -1.012 0.086 1.124



Here is C14H24O4SSi in the gas phase at a distorted geometry from the OMol25 dataset. Energies are from ωB97M-V/def2-TZVPD.

Properties
total charge	0
SMILES	CC(C)(C)[Si](C)(C)O[C@H]1C=CC[C@@H]2[C@H]1C(=O)CS2(=O)=O
HOMO-LUMO gap	10.0812	eV
calculated total energy	-1536.50744	Ha

Geometry (Å):
C -0.086 -1.266 -2.766
C 1.216 -0.822 -2.103
C 1.288 0.714 -2.261
C 2.437 -1.526 -2.785
Si 1.189 -1.113 -0.219
C 2.897 -1.004 0.527
C 0.499 -2.775 0.359
O 0.203 0.006 0.578
C -0.103 0.158 1.940
C 0.675 1.307 2.516
C 0.294 2.558 2.374
C -0.987 2.986 1.738
C -2.055 1.869 1.629
C -1.642 0.429 2.088
C -2.378 -0.559 1.240
O -2.331 -1.748 1.441
C -3.161 0.025 0.102
S -2.645 1.744 -0.090
O -1.579 1.896 -1.125
O -3.943 2.530 -0.322
H -0.248 -2.345 -2.624
H -0.113 -1.030 -3.841
H -0.940 -0.754 -2.298
H 0.891 1.098 -3.217
H 2.321 1.061 -2.106
H 0.692 1.212 -1.477
H 2.369 -1.533 -3.893
H 2.457 -2.596 -2.485
H 3.366 -1.031 -2.484
H 3.653 -0.836 -0.249
H 3.113 -1.947 1.024
H 2.974 -0.206 1.259
H 1.016 -3.615 -0.095
H 0.581 -2.819 1.445
H -0.560 -2.779 0.124
H 0.153 -0.782 2.438
H 1.641 1.119 2.965
H 0.934 3.324 2.793
H -0.720 3.339 0.728
H -1.338 3.869 2.312
H -2.926 2.148 2.221
H -1.956 0.246 3.145
H -2.926 -0.488 -0.833
H -4.224 -0.063 0.287

Cartesian forces (eV/Å) of the 6 atoms listed first:
C -0.455 -0.534 0.459
C 0.021 0.589 -0.488
C 0.226 0.548 0.550
C -0.714 -0.367 0.347
Si -0.183 -0.659 0.883
C 0.252 0.186 -0.455



- Among the records above, which one has the highest calculated total energy?
  C14H24NO4



- Which formula does entry 1 have?
  C14H24NO4



- Among the records above, which one has the lowest total charge?
  C14H24NO4